No. 1
# C28H31N2O3SSiTi

A molecular structure, C28H31N2O3SSiTi (ωB97M-V/def2-TZVPD, OMol25).

Computed properties:
Relative energy (zero: lowest compared OMol25 entry of this formula, charge and spin) = 343.1 kJ/mol
HOMO energy (spin up / spin down) = -7.3 / -7.9 eV
Frontier orbital gap (spin up / spin down) = 6.68 / 7.17 eV

```
! RIJCOSX wB97M-V def2-TZVPD def2/J DEFGRID3
* xyz 0 2
Ti -1.381 0.624 -2.371
C -0.386 3.854 -1.623
C -0.355 2.861 -0.503
C 0.576 2.869 0.447
C 0.547 1.888 1.530
C -0.712 1.071 1.675
C -1.674 -0.563 3.306
C -2.323 -1.347 2.448
C -2.855 -0.984 1.152
C -2.613 0.041 0.295
S -3.427 -0.072 -1.285
C -1.591 1.084 0.472
N -1.360 1.876 -0.538
H 0.372 4.620 -1.476
H -1.362 4.340 -1.687
H -0.180 3.373 -2.585
H 1.322 3.653 0.471
H 0.989 2.239 2.450
H -1.338 -0.968 4.252
H -2.513 -2.375 2.735
H -3.553 -1.714 0.758
N -2.718 2.280 -3.299
C -3.169 1.695 -4.571
C -2.053 0.835 -5.169
O -2.078 0.490 -6.321
O -1.137 0.500 -4.283
H -3.483 2.419 -2.648
H -2.268 3.173 -3.455
H -3.500 2.430 -5.303
H -4.007 1.025 -4.370
C 2.910 1.007 -1.422
C 2.770 -0.383 -0.785
C 3.065 -1.444 -1.856
C 3.804 -0.494 0.340
Si 0.976 -0.624 -0.231
O 0.019 -0.187 -1.481
C 0.547 -2.419 0.146
C 1.354 -3.296 0.876
C 0.964 -4.602 1.133
C -0.254 -5.068 0.659
C -1.067 -4.222 -0.082
C -0.667 -2.917 -0.336
C 0.636 0.369 1.384
C 1.299 -0.282 2.555
C 1.320 0.049 3.854
C 0.565 1.100 4.541
C -0.646 1.517 4.174
C -1.400 0.889 3.035
H 3.915 1.114 -1.843
H 2.771 1.803 -0.688
H 2.190 1.158 -2.229
H 4.068 -1.288 -2.266
H 2.353 -1.385 -2.682
H 3.020 -2.456 -1.449
H 4.806 -0.318 -0.067
H 3.818 -1.483 0.803
H 3.633 0.245 1.127
H 2.320 -2.973 1.249
H 1.614 -5.257 1.700
H -0.563 -6.086 0.858
H -2.014 -4.577 -0.469
H -1.318 -2.280 -0.924
H 1.914 -1.138 2.301
H 1.979 -0.537 4.487
H 1.027 1.535 5.421
H -1.127 2.318 4.723
H -2.372 1.392 2.940
*
```

***

No. 2
# C22H36F12NO9S2

3 unconnected molecules or ions with the total composition C22H36F12NO9S2 in a non-equilibrium geometry (ωB97M-V/def2-TZVPD, OMol25).

Computed properties:
HOMO energy (spin up / spin down) = -8.4 / -9.6 eV
Frontier orbital gap (spin up / spin down) = 8.54 / 9.81 eV

```
! RIJCOSX wB97M-V def2-TZVPD def2/J DEFGRID3
* xyz 0 2
C 0.036 0.092 0.717
C -0.920 0.702 -0.313
C -1.547 -0.479 -1.058
C -1.979 1.522 0.444
C -2.676 2.642 -0.369
C -4.187 2.655 -0.075
C -5.013 1.701 -0.929
C -6.485 2.040 -0.777
F -6.707 3.202 -1.469
F -6.846 2.282 0.501
C -7.448 1.005 -1.437
F -8.616 1.623 -1.747
F -6.870 0.576 -2.594
S -7.883 -0.490 -0.350
F -6.563 -0.289 0.501
F -8.674 0.465 0.617
F -9.199 -0.738 -1.200
F -7.098 -1.493 -1.298
F -8.257 -1.702 0.579
S -2.051 4.251 0.234
O -2.379 5.271 -0.723
O -0.710 4.158 0.717
C -3.067 4.691 1.755
F -4.247 5.238 1.426
F -3.260 3.622 2.554
F -2.319 5.605 2.416
C -2.349 2.511 -1.846
C -0.861 2.332 -2.236
C -0.178 3.671 -2.505
C -0.858 1.547 -3.574
N -0.107 1.534 -1.234
O 0.888 2.127 -0.696
H 0.348 0.826 1.449
H 0.944 -0.243 0.233
H -0.430 -0.734 1.243
H -2.290 -0.184 -1.792
H -1.965 -1.179 -0.350
H -0.754 -0.980 -1.605
H -2.752 0.816 0.740
H -1.541 1.887 1.363
H -4.563 3.661 -0.247
H -4.379 2.422 0.964
H -4.814 1.787 -1.987
H -4.822 0.673 -0.639
H -2.713 3.393 -2.367
H -2.899 1.678 -2.259
H -0.825 4.223 -3.178
H 0.758 3.497 -3.020
H 0.001 4.249 -1.613
H -0.768 0.484 -3.394
H 0.004 1.838 -4.161
H -1.752 1.751 -4.155
C 4.397 0.284 4.153
C 4.994 -0.460 2.979
O 4.956 -1.886 3.169
C 3.771 -2.456 2.985
O 2.756 -1.903 2.659
O 3.907 -3.764 3.212
C 2.689 -4.506 3.110
H 4.892 -0.009 5.080
H 4.518 1.358 4.015
H 3.335 0.070 4.257
H 6.049 -0.219 2.876
H 4.497 -0.202 2.044
H 2.205 -4.332 2.152
H 2.016 -4.239 3.923
H 2.962 -5.554 3.196
C 6.466 -5.749 0.992
C 6.127 -4.281 0.842
O 7.144 -3.568 0.119
C 7.149 -3.755 -1.196
O 6.368 -4.417 -1.826
O 8.153 -3.044 -1.710
C 8.306 -3.182 -3.124
H 7.446 -5.865 1.456
H 5.721 -6.243 1.615
H 6.493 -6.250 0.025
H 6.084 -3.809 1.818
H 5.161 -4.140 0.357
H 7.377 -2.953 -3.640
H 8.630 -4.192 -3.371
H 9.072 -2.472 -3.419
*
```

***

No. 3
# C19H22ClN5

C19H22ClN5 in the gas phase in a non-equilibrium geometry (ωB97M-V/def2-TZVPD, OMol25).

Computed properties:
Relative energy (zero: lowest compared OMol25 entry of this formula, charge and spin) = 0.0 kJ/mol
HOMO energy = -7.8 eV
SMILES = CN(C)c1cccc(CCc2nc(N(C)C)c3cc(Cl)ccc3n2)n1
Frontier orbital gap = 7.74 eV

```
! RIJCOSX wB97M-V def2-TZVPD def2/J DEFGRID3
* xyz 0 1
Cl 1.648 5.422 1.852
N -0.058 -1.139 -1.677
N 0.801 -0.876 1.685
N 2.701 -0.154 0.546
C 1.863 -1.129 0.931
C -1.332 -0.807 -1.968
C 0.243 -2.386 -1.352
C -2.326 -1.792 -1.987
C -0.716 -3.406 -1.316
C -2.017 -3.120 -1.678
C 3.012 3.431 0.722
C 1.903 3.763 1.485
C 3.292 2.086 0.478
C 0.461 0.367 2.026
C 1.016 2.757 1.969
C 2.422 1.086 0.918
C 1.273 1.432 1.657
N -1.625 0.490 -2.425
N -0.763 0.569 2.665
C -2.752 0.760 -3.345
C -0.571 1.470 -2.270
C -1.913 0.765 1.745
C -0.974 -0.297 3.862
C 2.037 -2.533 0.441
C 1.690 -2.711 -1.007
H -3.311 -1.573 -2.368
H -0.370 -4.398 -1.020
H -2.762 -3.943 -1.706
H 3.681 4.212 0.339
H 4.206 1.783 -0.034
H 0.196 3.074 2.597
H -3.659 0.823 -2.783
H -2.807 -0.039 -4.126
H -2.635 1.700 -3.855
H -0.949 2.448 -2.595
H 0.285 1.231 -2.881
H -0.268 1.572 -1.205
H -2.769 1.124 2.256
H -2.128 -0.171 1.240
H -1.712 1.475 0.921
H -1.415 -1.272 3.577
H -0.021 -0.488 4.369
H -1.633 0.166 4.589
H 3.081 -2.810 0.570
H 1.457 -3.169 1.117
H 2.322 -2.078 -1.622
H 1.896 -3.715 -1.339
*
```

***

No. 4
# C3H8FN

A molecular structure, C3H8FN in a non-equilibrium geometry (ωB97M-V/def2-TZVPD, OMol25).

Computed properties:
Relative energy (zero: lowest compared OMol25 entry of this formula, charge and spin) = 140.0 kJ/mol
HOMO energy = -9.4 eV
Frontier orbital gap = 10.59 eV

```
! RIJCOSX wB97M-V def2-TZVPD def2/J DEFGRID3
* xyz 0 1
C -1.725 -0.687 0.434
C -0.626 -0.304 -0.597
C 0.962 0.223 0.306
N 1.581 1.342 -0.324
F 1.827 -0.892 0.269
H -1.759 0.039 1.215
H -2.666 -0.984 -0.149
H -1.329 -1.645 0.772
H -0.397 -1.262 -1.036
H -0.722 0.464 -1.453
H 0.661 0.631 1.319
H 2.054 1.960 0.387
H 2.140 1.114 -1.141
*
```

***

What is the formula in the second record?
C22H36F12NO9S2